Density functional theory data (ωB97M-V with the def2-TZVPD basis set) for a structure of composition C30H32IN4PdSeSi at a distorted geometry.

Values from the calculation:
LUMO (alpha / beta) = -11.784 / -11.783 eV
gap between HOMO and LUMO (alpha / beta) = 4.7 / 4.7 eV
ΔE to the lowest compared entry with this formula, charge and spin = 2.4223 eV
HOMO (alpha / beta) = -16.4 / -16.4 eV

```
! RIJCOSX wB97M-V def2-TZVPD def2/J DEFGRID3
* xyz 3 1
Pd 0.23048 -0.36722 -0.19753
C -0.34199 -0.11213 1.85638
Si -1.82656 -1.29476 2.16286
C -1.60729 -2.48299 0.71940
N -1.33471 -1.75492 -0.54402
C -0.61923 -2.57904 -1.55093
C -1.54759 -3.69667 -2.10169
C -2.97207 -3.21385 -2.38535
C -3.00636 -1.69567 -2.45483
C -2.58262 -1.09726 -1.11844
C -3.43311 -0.42281 2.02901
C -4.58452 -1.21645 1.90380
C -5.84224 -0.64133 1.83894
C -5.97957 0.74236 1.90563
C -4.85843 1.54439 2.05559
C -3.59814 0.96130 2.11894
C -1.60476 -2.18942 3.73070
C -0.56622 -3.12222 3.92697
C -0.38930 -3.75913 5.13841
C -1.24249 -3.46303 6.20056
C -2.26018 -2.53163 6.04256
C -2.43807 -1.89513 4.82465
H 0.59394 -0.35958 2.34834
H -0.52305 0.95814 1.91515
H -2.53774 -3.05408 0.63392
H -0.79334 -3.19034 0.88918
H 0.23925 -3.04294 -1.08389
H -0.29017 -1.92838 -2.36367
H -1.53952 -4.52358 -1.39192
H -1.05533 -4.05101 -3.00831
H -3.65478 -3.55594 -1.60437
H -3.33187 -3.64534 -3.31726
H -4.01640 -1.33134 -2.64682
H -2.37985 -1.32471 -3.26927
H -3.36416 -1.22796 -0.37456
H -2.40887 -0.03173 -1.20912
H -4.50612 -2.30081 1.88103
H -6.72007 -1.26776 1.75164
H -6.96439 1.18899 1.86770
H -4.97104 2.61737 2.14226
H -2.74403 1.60252 2.30635
H 0.10698 -3.37780 3.10867
H 0.40008 -4.48697 5.27058
H -1.11179 -3.96431 7.14991
H -2.91342 -2.30441 6.87426
H -3.24264 -1.17656 4.71358
Se -1.09720 2.79615 0.20050
N -0.53254 1.37884 -0.79999
C -0.77021 1.66584 -2.09271
C -0.41751 0.89350 -3.23227
C -0.73064 1.37672 -4.46590
C -1.39975 2.63126 -4.66299
C -1.72556 3.41142 -3.60996
C -1.40493 2.94700 -2.29189
N -1.64181 3.65849 -1.20481
H 0.12466 -0.03545 -3.13101
H -0.45539 0.80236 -5.34240
H -1.61618 2.95519 -5.67212
H -2.20187 4.37683 -3.72287
I 2.19540 -2.08110 0.77770
C 3.14343 -0.65145 -0.43744
C 4.48600 -0.62963 -0.71232
C 4.92344 0.42797 -1.50981
C 4.01433 1.37389 -1.96703
C 2.68083 1.25182 -1.62950
N 2.24835 0.22649 -0.87282
H 5.16511 -1.37992 -0.33060
H 5.97303 0.50800 -1.76332
H 4.33605 2.20737 -2.57585
H 1.93568 1.96323 -1.95769
*
```